# 1
# C3H3F2NS

A single C3H3F2NS molecule in a non-equilibrium geometry (the ωB97M-V functional and the def2-TZVPD basis, the Open Molecules 2025 dataset).

Each line ends with the Mulliken charge.
Element x y z (Å)
C (0.312, 1.347, 0.529)  -0.267
C (-0.825, 0.657, -0.017)  0.272
C (0.782, -0.938, -0.509)  -0.433
N (-0.631, -0.679, -0.441)  -0.072
F (-2.101, 1.119, -0.198)  -0.235
F (-1.217, -1.526, 0.659)  -0.275
S (1.696, 0.283, 0.565)  -0.118
H (0.120, 2.302, 1.018)  0.387
H (0.832, -1.935, -0.053)  0.426
H (1.034, -0.630, -1.554)  0.315

Forces on the atoms, in the same order (eV/Å):
-4.402 -2.564 -1.372
1.986 1.414 0.824
-0.799 0.970 0.494
-1.028 0.831 0.375
1.834 -0.303 0.503
0.620 0.600 -0.478
-0.148 0.369 0.177
0.743 -0.180 -0.300
0.960 0.040 -0.995
0.234 -1.177 0.772

Summary:
- total energy (eV) = -20916.3827
- HOMO (eV) = -8.70
- E_LUMO (eV) = 0.130
- relative energy (zero: lowest compared OMol25 entry of this formula, charge and spin) (kJ/mol) = 256.1
- orbital gap (eV) = 8.834
- SMILES string = FC1=CSCN1F
- molar mass (g mol⁻¹) = 123.1

=====

# 2
# C5H7Cl

A single C5H7Cl molecule in a non-equilibrium geometry (the ωB97M-V functional and the def2-TZVPD basis, the Open Molecules 2025 dataset).

Each line ends with the Mulliken charge.
Element x y z (Å)
C (-1.546, 2.847, 0.866)  -1.123
C (-1.867, 1.734, -0.041)  -0.370
C (-0.923, 0.627, -0.189)  0.218
C (-0.364, -0.333, -0.705)  -0.195
C (0.345, -1.690, -0.543)  -0.391
H (-1.647, 2.748, 1.992)  0.290
H (-2.290, 3.731, 0.688)  0.294
H (-0.647, 3.411, 0.762)  0.347
H (-2.868, 1.514, 0.000)  0.373
H (-1.765, 2.403, -0.918)  0.184
H (-0.323, -2.349, 0.179)  0.258
H (0.220, -2.330, -1.537)  0.301
Cl (2.085, -1.661, 0.147)  -0.185

Forces on the atoms, in the same order (eV/Å):
-1.983 3.444 3.827
2.857 1.919 -1.683
-0.438 -0.953 -1.465
1.228 -1.082 2.341
-2.342 -1.494 -0.801
0.105 -0.626 -1.141
0.801 -1.669 0.084
1.212 -0.372 -0.596
-2.210 -1.231 0.307
-0.193 -1.246 -0.774
1.654 1.629 -1.070
1.145 1.588 1.931
-1.837 0.093 -0.959

Summary:
- total energy (eV) = -17817.5251
- HOMO (eV) = -9.72
- E_LUMO (eV) = 0.498
- relative energy (zero: lowest compared OMol25 entry of this formula, charge and spin) (kJ/mol) = 285.0
- orbital gap (eV) = 10.219
- SMILES string = CCC#CCCl
- molar mass (g mol⁻¹) = 102.6

=====

# 3
# C3H5NO2

A single C3H5NO2 molecule (the ωB97M-V functional and the def2-TZVPD basis, the Open Molecules 2025 dataset).

Each line ends with the Mulliken charge.
Element x y z (Å)
N (1.107, 1.144, -0.174)  -0.560
C (1.347, -0.001, -0.651)  0.126
O (0.466, -1.003, -0.654)  -0.373
C (-0.779, -0.899, 0.049)  -0.314
C (-1.181, 0.416, 0.720)  0.088
O (-1.395, 0.453, 1.908)  -0.483
H (1.899, 1.773, -0.259)  0.229
H (2.269, -0.344, -1.133)  0.388
H (-0.778, -1.669, 0.825)  0.275
H (-1.549, -1.139, -0.692)  0.261
H (-1.407, 1.268, 0.062)  0.363

Forces on the atoms, in the same order (eV/Å):
0.101 -0.336 -0.098
0.033 0.322 0.052
0.097 -0.014 -0.041
-0.198 -0.106 0.121
-0.087 0.034 0.333
0.094 -0.022 -0.512
-0.015 -0.112 -0.012
-0.108 0.138 0.078
0.035 0.114 -0.089
0.023 0.037 0.110
0.024 -0.055 0.056

Summary:
- total energy (eV) = -8775.8397
- HOMO (eV) = -9.81
- E_LUMO (eV) = 0.825
- relative energy (zero: lowest compared OMol25 entry of this formula, charge and spin) (kJ/mol) = 179.0
- orbital gap (eV) = 10.635
- SMILES string = [H]/N=C/OCC=O
- molar mass (g mol⁻¹) = 87.1